--- 1 ---
# C9H14

2 unconnected molecules or ions with the total composition C9H14 (the ωB97M-V functional and the def2-TZVPD basis, the OMol25 dataset).

## Properties
- orbital gap (alpha / beta) (Ha) = 0.3533 / 0.2141
- multiplicity = 2
- charge = +1

Atoms and positions in Å:
C (1.4417, 3.2410, -1.1795)
C (1.0557, 1.8332, -1.6107)
H (1.1070, 3.5662, -0.2347)
H (2.4832, 3.4979, -1.3549)
H (0.9741, 4.0436, -1.7840)
H (1.7336, 1.3055, -2.2530)
H (1.1201, 1.2577, -0.7807)
H (0.0901, 1.7319, -2.0023)
C (-2.2329, -0.3699, 2.0089)
C (1.1453, -1.1577, 0.2363)
C (0.6689, -2.1579, -0.6494)
C (0.2740, -0.7598, 1.3009)
C (-1.1623, -1.0135, 1.2729)
C (-0.6104, -2.7087, -0.4961)
C (-1.4976, -2.0757, 0.4196)
H (2.1737, -0.9424, 0.0882)
H (1.3047, -2.3452, -1.4766)
H (0.6504, -0.1750, 2.1645)
H (-0.9187, -3.6119, -0.9509)
H (-1.8136, 0.5139, 2.5183)
H (-2.4517, -1.1546, 2.7795)
H (-2.4371, -2.6526, 0.4715)
H (-3.0982, 0.1339, 1.5121)



--- 2 ---
# C9H14

2 unconnected molecules or ions with the total composition C9H14 (the ωB97M-V functional and the def2-TZVPD basis, the OMol25 dataset).

## Properties
- orbital gap (alpha / beta) (Ha) = 0.3672 / 0.2264
- multiplicity = 2
- charge = +1

Atoms and positions in Å:
C (-2.9295, -0.3646, -1.1978)
C (-1.5087, -0.1172, -1.5057)
C (-0.6049, 0.1706, -0.4434)
C (-1.0750, -0.1479, -2.8711)
C (0.6879, 0.4005, -0.7363)
C (0.2629, -0.0437, -3.1167)
C (1.1517, 0.2301, -2.0781)
H (-3.2110, 0.0021, -0.2130)
H (-3.0888, -1.4475, -1.0802)
H (-0.9743, 0.1764, 0.5561)
H (-1.6951, -0.3350, -3.7294)
H (1.3635, 0.6007, 0.0807)
H (0.5996, -0.2401, -4.1306)
H (2.2061, 0.3523, -2.3189)
H (-3.6083, -0.0171, -1.9387)
C (2.0995, -0.3456, 2.7739)
C (0.9815, 0.5220, 3.3702)
H (1.6677, -1.1520, 2.1664)
H (2.8287, 0.2977, 2.2760)
H (2.7248, -0.8633, 3.4992)
H (1.2596, 1.5752, 3.3353)
H (0.0236, 0.4349, 2.8673)
H (0.8386, 0.3115, 4.4350)



Which structure is the least stable? The one labeled 1.



--- 1 ---
# C9H14

2 unconnected molecules or ions with the total composition C9H14 (the ωB97M-V functional and the def2-TZVPD basis, the OMol25 dataset).

## Properties
- orbital gap (alpha / beta) (Ha) = 0.3672 / 0.2192
- multiplicity = 2
- charge = +1

Atoms and positions in Å:
C (1.5017, 2.9717, 0.5253)
C (2.1027, 2.9651, -0.8452)
H (1.6574, 4.0010, 0.9999)
H (0.5157, 2.6947, 0.5073)
H (1.9870, 2.3116, 1.2751)
H (1.9776, 1.9874, -1.2836)
H (3.1929, 3.1403, -0.8561)
H (1.7105, 3.7586, -1.5498)
C (-2.7127, 0.0342, -0.6166)
C (1.0001, -0.6341, 0.0960)
C (-0.1666, 0.0776, -0.2540)
C (0.9701, -2.0347, 0.4938)
C (-1.4179, -0.6186, -0.0754)
C (-0.2563, -2.6371, 0.6584)
C (-1.4641, -1.9686, 0.2239)
H (1.9130, -0.1504, 0.2637)
H (-0.2217, 1.0806, -0.6205)
H (1.8640, -2.4493, 0.8822)
H (-0.3497, -3.6373, 1.0907)
H (-3.3577, -0.6721, -1.1132)
H (-2.5379, 0.8745, -1.2800)
H (-2.4325, -2.4813, 0.3079)
H (-3.2601, 0.6093, 0.1386)



--- 2 ---
# C9H14

2 unconnected molecules or ions with the total composition C9H14 (the ωB97M-V functional and the def2-TZVPD basis, the OMol25 dataset).

## Properties
- orbital gap (alpha / beta) (Ha) = 0.3784 / 0.2322
- multiplicity = 2
- charge = +1

Atoms and positions in Å:
C (0.7959, -2.0116, 3.3088)
C (0.4999, -0.9703, 2.2431)
H (1.8196, -2.5010, 3.2838)
H (0.6156, -1.5932, 4.3186)
H (0.0919, -2.8267, 3.0926)
H (-0.3638, -0.2953, 2.5268)
H (0.0436, -1.4312, 1.3825)
H (1.4043, -0.4088, 2.0219)
C (-0.0025, 0.1627, -3.5286)
C (-0.6096, 1.4104, 0.4423)
C (0.6618, 1.6358, -0.1503)
C (-1.6487, 0.7501, -0.2235)
C (0.8242, 1.1473, -1.4277)
C (-1.5343, 0.3890, -1.5577)
C (-0.2465, 0.4881, -2.1164)
H (-0.7201, 1.7015, 1.4593)
H (1.3937, 2.2057, 0.4137)
H (-2.5958, 0.4980, 0.2107)
H (1.7753, 1.3530, -1.8976)
H (-2.4054, 0.0576, -2.0784)
H (0.4034, 1.0272, -4.0419)
H (-0.9064, -0.1383, -4.0422)
H (0.7038, -0.6501, -3.6401)



Which structure is the least stable? The one labeled 1.